The following is a quantum chemistry calculation of a structure of composition C28H37BrFGeO5S5TeY, from OMol25.

Properties
- molecular weight (g mol⁻¹) = 1001.95
- F_max (eV/Å) = 0.43
- charge = -2
- HOMO-LUMO gap (eV) = 5.99
- ΔE to the lowest compared entry with this formula, charge and spin (kcal per mole) = 3.94
- spin multiplicity = 1
- E_HOMO (eV) = -2.09

Each line ends with the Mulliken charge.
Positions of all 80 atoms, in Å:
Y 2.13591 0.69698 1.37924  0.68
C -4.06916 4.14557 -2.55209  -1.70
C -3.60085 2.83616 -3.20307  2.07
C -3.40847 3.09372 -4.69811  -2.18
C -4.70186 1.77820 -3.04358  -1.70
C -2.31651 2.35479 -2.52900  -0.44
C -2.32068 2.04911 -1.17231  -0.33
C -1.16733 1.61483 -0.55748  0.00
Br -1.22256 1.18245 1.29496  -0.22
C 0.07406 1.45406 -1.21568  0.35
O 1.11569 1.01989 -0.59483  0.41
C 0.06835 1.75704 -2.60882  -0.88
C -1.10922 2.19253 -3.20690  0.57
C 1.35098 1.55177 -3.41982  2.42
C 2.47279 2.43883 -2.86362  -1.41
C 1.17665 1.90328 -4.90055  -2.66
C 1.77681 0.08024 -3.33104  -1.09
H -4.99754 4.49855 -3.01333  0.45
H -3.30811 4.92021 -2.66525  0.37
H -4.24850 4.01200 -1.48456  0.32
H -4.35185 3.43178 -5.13587  0.44
H -3.09764 2.18804 -5.22281  0.38
H -2.65760 3.86566 -4.87832  0.37
H -5.63168 2.11382 -3.51461  0.44
H -4.90827 1.57658 -1.99184  0.32
H -4.39688 0.83785 -3.50684  0.37
H -3.22135 2.13900 -0.57676  0.36
H -1.08445 2.41506 -4.26259  0.59
H 2.18524 3.49300 -2.91070  0.41
H 3.38423 2.29983 -3.45416  0.46
H 2.68987 2.17891 -1.83000  -0.12
H 0.89774 2.95092 -5.04358  0.41
H 0.42450 1.27494 -5.38412  0.42
H 2.12713 1.73663 -5.41354  0.48
H 1.94558 -0.21758 -2.29838  -0.33
H 2.70739 -0.07706 -3.88548  0.45
H 1.00553 -0.56540 -3.76052  0.31
S 0.47462 -1.82872 0.71854  -0.14
S 1.99818 -3.29469 0.50302  -0.10
S 3.04016 -2.36795 -0.97177  -0.20
S 4.08061 -0.79631 -0.14665  -0.32
F 1.72388 2.70408 1.76852  -0.76
C 3.99697 4.30034 -0.11407  -0.92
Te 4.93151 2.61099 0.79819  0.20
C 4.65425 3.40000 2.75532  -0.84
H 2.95906 4.29615 0.21476  0.23
H 4.05111 4.18201 -1.19347  0.22
H 4.51054 5.20898 0.19226  0.40
H 5.25956 4.29429 2.88854  0.36
H 4.93516 2.61025 3.44637  0.25
H 3.58801 3.59213 2.85317  0.19
O 2.91483 -0.19227 5.35739  -0.72
S 2.85218 -0.42475 3.92687  0.89
O 3.67817 0.57509 3.14559  -0.43
O 1.43526 -0.13796 3.39536  -0.60
O 3.21623 -1.77505 3.52117  -0.54
Ge -0.57328 -2.45875 2.59044  0.31
C -2.12776 -3.50452 1.97896  0.21
C -2.43758 -3.71562 0.63932  -0.28
C -3.54463 -4.47334 0.27233  -0.63
C -4.36124 -5.02994 1.24520  -0.32
C -4.06584 -4.82855 2.58825  -0.63
C -2.95832 -4.07442 2.94655  -0.28
C 0.41233 -3.68693 3.72750  0.26
C 0.44937 -5.04294 3.40524  -0.08
C 1.13246 -5.94406 4.20905  -0.61
C 1.78083 -5.49252 5.35159  -0.34
C 1.74492 -4.14649 5.68353  -0.60
C 1.06649 -3.24575 4.87446  -0.64
H -1.09237 -1.24732 3.35689  -0.09
H -1.80299 -3.27927 -0.12443  0.37
H -3.76962 -4.62681 -0.77654  0.37
H -5.22477 -5.61988 0.96054  0.34
H -4.69875 -5.26298 3.35361  0.36
H -2.72970 -3.93412 3.99868  0.34
H -0.05576 -5.40251 2.51425  0.41
H 1.16660 -6.99364 3.94076  0.36
H 2.32701 -6.19043 5.97630  0.35
H 2.27362 -3.78326 6.55574  0.40
H 1.07076 -2.19476 5.12863  0.41

Force components x, y, z for each atom (eV/Å):
Y 0.0 0.4 0.1
C 0.0 0.0 0.0
C 0.0 0.0 0.0
C 0.0 0.0 0.0
C 0.0 0.0 0.0
C 0.0 0.0 0.0
C 0.0 0.0 0.0
C 0.0 0.0 0.1
Br 0.0 0.0 0.0
C -0.1 -0.1 0.0
O 0.1 0.1 0.1
C 0.0 0.0 0.0
C 0.0 0.0 0.0
C 0.0 0.0 0.0
C 0.0 0.0 0.0
C 0.0 0.0 0.0
C 0.0 0.0 0.0
H 0.0 0.0 0.0
H 0.0 0.0 0.0
H 0.0 0.0 0.0
H 0.0 0.0 0.0
H 0.0 0.0 0.0
H 0.0 0.0 0.0
H 0.0 0.0 0.0
H 0.0 0.0 0.0
H 0.0 0.0 0.0
H 0.0 0.0 0.0
H 0.0 0.0 0.0
H 0.0 0.0 0.0
H 0.0 0.0 0.0
H 0.0 0.0 0.0
H 0.0 0.0 0.0
H 0.0 0.0 0.0
H 0.0 0.0 0.0
H 0.0 0.0 -0.1
H 0.0 0.0 0.0
H 0.0 0.0 0.0
S 0.0 0.0 -0.1
S -0.1 0.0 0.1
S 0.1 0.0 0.0
S -0.1 -0.1 0.0
F 0.1 0.0 -0.1
C 0.0 -0.1 0.0
Te 0.0 0.0 0.1
C 0.0 -0.1 -0.1
H 0.0 0.0 0.0
H 0.0 0.0 0.0
H 0.0 0.0 0.0
H 0.0 0.0 0.0
H 0.0 0.0 0.0
H 0.0 0.0 0.0
O -0.1 0.1 0.0
S 0.0 -0.2 0.0
O -0.1 0.0 -0.1
O 0.1 -0.1 -0.1
O 0.0 0.0 0.2
Ge 0.1 -0.1 0.1
C -0.1 0.0 0.1
C 0.0 0.0 0.0
C 0.0 0.0 0.0
C 0.0 0.0 0.0
C 0.0 0.0 0.0
C 0.0 0.0 0.0
C 0.0 0.0 0.0
C 0.0 0.0 0.0
C 0.0 0.0 0.0
C 0.0 0.0 0.0
C 0.0 0.0 0.0
C 0.0 0.0 0.0
H 0.0 0.1 0.0
H 0.0 0.0 0.0
H 0.0 0.0 0.0
H 0.0 0.0 0.0
H 0.0 0.0 0.0
H 0.0 0.0 0.0
H 0.0 0.0 0.0
H 0.0 0.0 0.0
H 0.0 0.0 0.0
H 0.0 0.0 0.0
H 0.0 0.0 0.0